This record from the Open Molecules 2025 dataset describes an isolated ion of composition C9H14O4P and charge -1. The level of theory is the ωB97M-V functional and the def2-TZVPD basis.

E_HOMO   -3.44 eV
SMILES   CCO[P@@]1(=O)C=C(C)[C@@H](C)C=C([O-])O1
LUMO level   0.128 Ha
Total energy   -993.72680 a.u.
ΔE to the lowest compared entry with this formula, charge and spin   0.0 kJ/mol

The geometry in ORCA input format:
```
! wB97M-V def2-TZVPD RIJCOSX def2/J DEFGRID3
* xyz -1 1
C -3.64 -1.33 0.63
C -2.78 -0.22 1.41
O -2.58 0.89 0.56
P -1.31 1.10 -0.46
O -1.52 2.37 -1.11
C 0.11 1.21 0.69
C 1.36 0.90 0.34
C 2.36 0.47 1.34
C 1.55 0.45 -1.08
C 3.02 0.60 -1.61
C 1.16 -0.98 -1.10
C -0.10 -1.39 -1.24
O -0.68 -2.44 -1.37
O -1.14 -0.20 -1.30
H -4.44 -0.84 0.19
H -3.01 -1.62 -0.10
H -4.08 -2.04 1.25
H -1.78 -0.73 1.51
H -3.20 0.05 2.39
H -0.14 1.40 1.77
H 3.28 0.96 1.15
H 2.59 -0.58 1.19
H 1.95 0.60 2.35
H 0.87 1.06 -1.63
H 3.52 -0.13 -1.03
H 3.37 1.59 -1.29
H 3.32 0.57 -2.65
H 1.92 -1.70 -0.81
*
```

This record from the Open Molecules 2025 dataset describes C26H20Br3InN4O2 as an isolated structure. The level of theory is the ωB97M-V functional and the def2-TZVPD basis.

E_HOMO   -12.76 eV
LUMO level   -0.255 Ha
Total energy   -9283.84958 a.u.
ΔE to the lowest compared entry with this formula, charge and spin   48.6 kJ/mol

The geometry in ORCA input format:
```
! wB97M-V def2-TZVPD RIJCOSX def2/J DEFGRID3
* xyz 2 1
In 0.93 0.13 -0.30
O 4.28 -1.62 -3.00
C 3.34 -1.93 -3.97
C 3.68 -1.97 -5.31
C 2.75 -2.31 -6.26
C 1.42 -2.65 -5.94
C 1.06 -2.48 -4.59
C 1.95 -2.12 -3.57
C 1.60 -1.86 -2.14
O 2.01 -0.52 -1.83
N 0.18 -2.06 -2.03
N -0.46 -1.28 -1.01
C -1.73 -1.42 -0.70
C -2.52 -0.51 0.14
Br -1.83 1.26 0.22
C -3.62 -0.94 0.75
C -4.50 -0.36 1.79
C -3.98 0.43 2.82
C -4.74 0.73 3.91
C -6.06 0.41 3.97
C -6.56 -0.44 3.05
C -5.81 -0.85 1.93
H 5.06 -1.30 -3.45
H 4.67 -1.83 -5.56
H 3.19 -2.49 -7.23
H 0.83 -3.07 -6.76
H 0.03 -2.99 -4.38
H 2.11 -2.48 -1.41
H -0.21 -1.68 -2.92
H -2.19 -2.31 -1.14
H -3.95 -1.92 0.36
H -2.92 0.71 2.75
H -4.26 1.30 4.76
H -6.71 0.83 4.75
H -7.55 -0.83 3.08
H -6.20 -1.60 1.16
Br 4.77 5.40 0.92
C 3.30 4.36 0.55
C 3.03 4.05 -0.80
C 2.30 2.90 -1.00
N 1.88 2.11 0.02
C 2.04 2.49 1.29
C 2.76 3.64 1.61
C 1.53 1.54 2.32
C 1.23 1.95 3.62
C 0.78 1.00 4.51
Br 0.72 1.36 6.32
C 0.50 -0.30 4.08
C 0.55 -0.50 2.73
N 1.17 0.31 1.87
H 3.45 4.64 -1.59
H 2.10 2.55 -2.03
H 2.92 3.99 2.63
H 1.23 2.98 3.88
H 0.25 -1.03 4.85
H 0.19 -1.42 2.28
*
```

This record from the Open Molecules 2025 dataset describes a 2-piece molecular cluster, C4H9NO2 overall. The level of theory is the ωB97M-V functional and the def2-TZVPD basis.

E_HOMO (spin up / spin down)   -7.69 / -7.71 eV
LUMO level (spin up / spin down)   -0.006 / 0.011 Ha
Total energy   -362.90060 a.u.
ΔE to the lowest compared entry with this formula, charge and spin   485.5 kJ/mol

The geometry in ORCA input format:
```
! wB97M-V def2-TZVPD RIJCOSX def2/J DEFGRID3
* xyz 0 1
C 0.59 0.39 0.28
C -1.46 0.24 -0.82
C 1.81 1.02 -0.28
C 0.42 -1.03 0.19
N -0.94 -1.46 0.59
O 0.07 1.11 1.36
O 1.10 -1.83 -0.46
H -0.78 0.74 1.64
H -1.14 -2.35 0.14
H -1.11 -1.49 1.59
H 2.53 1.26 0.51
H -1.39 1.31 -0.63
H -2.47 -0.08 -0.59
H -1.10 -0.16 -1.76
H 2.30 0.36 -1.00
H 1.57 1.97 -0.77
*
```

This record from the Open Molecules 2025 dataset describes one molecule with the formula C5H13N. The level of theory is the ωB97M-V functional and the def2-TZVPD basis.

E_HOMO   -8.80 eV
SMILES   CCC[C@@H](C)N
LUMO level   0.046 Ha
Total energy   -253.02923 a.u.
ΔE to the lowest compared entry with this formula, charge and spin   88.9 kJ/mol

The geometry in ORCA input format:
```
! wB97M-V def2-TZVPD RIJCOSX def2/J DEFGRID3
* xyz 0 1
C -0.77 2.08 1.21
C -1.01 0.54 1.29
C 0.28 -0.15 0.73
C 0.10 -0.52 -0.74
C 1.28 -0.06 -1.60
N -0.05 -1.98 -0.81
H -0.59 2.33 0.15
H 0.06 2.22 1.88
H -1.74 2.54 1.51
H -1.18 0.30 2.36
H -1.74 0.22 0.55
H 1.17 0.52 0.90
H 0.65 -0.98 1.35
H -0.79 -0.07 -1.17
H 1.20 1.01 -1.89
H 1.22 -0.60 -2.55
H 2.21 -0.22 -1.04
H 0.32 -2.51 -0.05
H 0.09 -2.36 -1.73
*
```

This record from the Open Molecules 2025 dataset describes C32H83BrNbO22S7 as an isolated structure. The level of theory is the ωB97M-V functional and the def2-TZVPD basis.

E_HOMO   -4.86 eV
LUMO level   0.066 Ha
Total energy   -8342.11689 a.u.

The geometry in ORCA input format:
```
! wB97M-V def2-TZVPD RIJCOSX def2/J DEFGRID3
* xyz -1 1
C 0.33 0.24 2.98
O 1.26 -0.30 1.98
C 2.62 0.24 2.13
C 2.97 1.47 1.05
C 3.60 0.93 -0.36
C 2.75 1.46 -1.71
C 1.78 0.21 -2.14
C 0.53 0.61 -3.12
C -0.23 2.02 -2.78
Nb -0.96 2.24 -0.63
C -2.38 0.45 -0.77
C -2.57 -0.36 0.68
C -3.50 -1.74 0.49
Br -3.52 0.75 2.08
H -0.15 1.26 2.63
H -0.59 -0.52 3.12
H 0.78 0.38 4.06
H 2.80 0.63 3.24
H 3.36 -0.67 1.97
H 3.84 2.09 1.58
H 2.08 2.24 0.94
H 3.49 -0.25 -0.36
H 4.74 1.22 -0.52
H 3.59 1.70 -2.51
H 2.20 2.47 -1.47
H 1.37 -0.30 -1.17
H 2.47 -0.58 -2.69
H 0.93 0.67 -4.25
H -0.21 -0.33 -3.13
H 0.46 2.91 -3.15
H -1.20 2.06 -3.47
H -2.35 3.29 -1.15
H -1.46 2.59 1.09
H 0.37 1.22 0.05
H 0.07 3.76 -0.53
H -1.99 -0.35 -1.55
H -3.46 0.85 -1.04
H -1.48 -0.66 1.03
H -2.80 -2.67 0.43
H -4.22 -1.80 1.42
H -4.14 -1.58 -0.47
O -1.97 6.24 0.34
S -2.52 7.17 -0.62
O -1.76 7.66 -1.75
O -3.15 8.44 0.18
C -2.32 9.15 1.09
C -1.37 10.08 0.37
C -4.06 6.51 -1.22
H -1.78 8.46 1.75
H -2.98 9.75 1.73
H -0.63 9.51 -0.21
H -0.83 10.71 1.08
H -1.91 10.71 -0.34
H -4.66 6.18 -0.38
H -3.83 5.66 -1.87
H -4.57 7.28 -1.80
O -6.83 0.28 -2.28
S -7.40 -0.82 -1.53
O -6.78 -2.13 -1.49
O -8.96 -1.00 -1.95
C -9.29 -1.15 -3.32
C -9.00 -2.56 -3.80
C -7.68 -0.29 0.14
H -8.76 -0.41 -3.93
H -10.36 -0.95 -3.42
H -7.92 -2.76 -3.80
H -9.37 -2.71 -4.82
H -9.47 -3.30 -3.14
H -8.19 0.68 0.13
H -6.70 -0.18 0.63
H -8.27 -1.04 0.66
O -3.37 -3.68 7.41
S -3.57 -4.60 6.31
O -2.58 -5.59 5.95
O -3.98 -3.76 4.98
C -3.14 -2.71 4.55
C -1.91 -3.24 3.84
C -5.12 -5.43 6.55
H -2.86 -2.06 5.39
H -3.72 -2.10 3.85
H -1.25 -3.78 4.53
H -1.33 -2.42 3.40
H -2.19 -3.94 3.05
H -5.89 -4.69 6.77
H -5.02 -6.12 7.38
H -5.37 -5.98 5.64
O 6.04 1.48 -4.49
S 4.96 1.38 -5.44
O 3.85 0.46 -5.26
O 5.58 1.15 -6.93
C 6.49 0.07 -7.13
C 5.76 -1.25 -7.23
C 4.29 3.00 -5.73
H 7.24 0.05 -6.34
H 7.01 0.26 -8.07
H 5.30 -1.52 -6.28
H 6.44 -2.05 -7.52
H 4.95 -1.20 -7.97
H 5.12 3.69 -5.92
H 3.75 3.31 -4.83
H 3.61 2.96 -6.58
O 10.70 -1.27 -3.11
S 9.73 -2.20 -3.65
O 9.07 -1.98 -4.92
O 8.61 -2.51 -2.51
C 7.92 -1.41 -1.92
C 6.85 -0.87 -2.84
C 10.46 -3.82 -3.68
H 8.63 -0.63 -1.62
H 7.45 -1.79 -1.01
H 7.29 -0.40 -3.73
H 6.24 -0.12 -2.33
H 6.19 -1.67 -3.20
H 10.92 -4.02 -2.71
H 11.22 -3.84 -4.47
H 9.68 -4.56 -3.91
O 3.75 3.50 4.89
S 2.57 4.33 4.98
O 2.66 5.77 5.14
O 1.59 3.74 6.13
C 2.11 3.53 7.44
C 2.23 4.83 8.21
C 1.52 3.99 3.59
H 3.08 3.01 7.39
H 1.42 2.86 7.96
H 2.99 5.48 7.76
H 2.51 4.64 9.25
H 1.28 5.37 8.18
H 1.41 2.91 3.49
H 2.00 4.40 2.70
H 0.56 4.47 3.75
O -1.00 -8.45 -0.47
S -2.18 -7.61 -0.38
O -2.09 -6.18 -0.22
O -3.16 -8.21 0.78
C -2.64 -8.42 2.08
C -2.53 -7.12 2.85
C -3.23 -7.96 -1.77
H -1.67 -8.94 2.03
H -3.33 -9.09 2.60
H -1.77 -6.47 2.41
H -2.25 -7.31 3.89
H -3.47 -6.57 2.82
H -3.34 -9.04 -1.87
H -2.75 -7.55 -2.66
H -4.19 -7.48 -1.61
*
```

This record from the Open Molecules 2025 dataset describes one molecule with the formula C22H27N3O3S. The level of theory is the ωB97M-V functional and the def2-TZVPD basis.

E_HOMO   -7.53 eV
SMILES   [H]/N=c1/c2cc(OC)c(OC)cc2nc(SCCc2ccccc2)n1CCCOC
LUMO level   0.021 Ha
Total energy   -1642.67232 a.u.
ΔE to the lowest compared entry with this formula, charge and spin   361.3 kJ/mol

The geometry in ORCA input format:
```
! wB97M-V def2-TZVPD RIJCOSX def2/J DEFGRID3
* xyz 0 1
H -0.49 -3.80 -0.30
N 0.33 -3.22 -0.26
C 0.20 -1.99 -0.54
C 1.36 -1.12 -0.52
C 2.60 -1.60 -0.12
C 3.73 -0.80 -0.13
O 4.96 -1.24 0.28
C 5.09 -2.58 0.69
C 3.61 0.55 -0.57
O 4.60 1.48 -0.64
C 5.94 1.16 -0.36
C 2.37 1.02 -0.97
C 1.24 0.21 -0.94
N 0.02 0.71 -1.32
C -1.01 -0.04 -1.26
S -2.54 0.71 -1.71
C -2.04 2.44 -1.99
C -2.24 3.31 -0.75
C -1.37 2.83 0.38
C -0.02 3.15 0.42
C 0.80 2.63 1.40
C 0.28 1.77 2.35
C -1.07 1.46 2.33
C -1.89 1.99 1.36
N -1.02 -1.35 -0.89
C -2.23 -2.16 -0.94
C -2.76 -2.52 0.45
C -3.50 -1.38 1.16
O -4.91 -1.49 1.10
C -5.47 -1.25 -0.16
H 2.64 -2.63 0.19
H 4.47 -2.78 1.57
H 4.83 -3.28 -0.11
H 6.14 -2.70 0.95
H 6.32 0.37 -1.01
H 6.49 2.09 -0.55
H 6.08 0.87 0.68
H 2.29 2.04 -1.30
H -0.99 2.39 -2.27
H -2.65 2.79 -2.82
H -1.97 4.34 -1.02
H -3.29 3.29 -0.46
H 0.39 3.82 -0.33
H 1.85 2.88 1.42
H 0.93 1.34 3.11
H -1.48 0.79 3.08
H -2.94 1.76 1.35
H -2.98 -1.61 -1.51
H -1.99 -3.08 -1.50
H -3.43 -3.37 0.37
H -1.92 -2.83 1.08
H -3.18 -0.42 0.74
H -3.28 -1.39 2.23
H -6.55 -1.17 -0.01
H -5.27 -2.06 -0.87
H -5.10 -0.31 -0.59
*
```